Entry 1:
Entry from the Open Molecules 2025 dataset: 2 unconnected molecules or ions with the total composition CH2N3O2P (the ωB97M-V functional and the def2-TZVPD basis).

```
9
Properties=species:S:1:pos:R:3:forces:R:3:nbo_charge:R:1
C 0.1634 -3.1121 -1.5118 -2.794 3.076 3.397 -0.090
N 0.7840 -3.7912 -2.1729 1.641 -1.769 -1.823 -0.506
N -0.3437 -0.1213 -0.0106 -1.359 0.616 -1.086 -1.151
N -0.2272 -1.8330 1.6769 3.735 -1.164 0.837 0.253
O 0.9088 -1.2916 1.8433 -2.725 -0.521 -0.216 -0.385
O -0.5570 -2.8249 2.2818 -0.713 0.696 -0.223 -0.277
P -1.2326 -1.4188 0.1720 0.235 -1.646 -1.594 1.281
H -0.2482 0.4771 -0.8019 -0.246 0.262 -0.510 0.442
H 0.4247 -0.1860 0.5939 2.227 0.449 1.217 0.433
```
Forces are in eV/Å.

Properties
2S+1: 1
Frontier orbital gap (spin up / spin down) (eV): 7.70 / 7.70
Energy relative to the best compared isomer or geometry (same formula, charge and spin) (kcal per mole): 57.57
Lowest unoccupied orbital energy (spin up / spin down) (eV): -2.67 / -2.67

Entry 2:
Entry from the Open Molecules 2025 dataset: 2 unconnected molecules or ions with the total composition CH2N3O3S (the ωB97M-V functional and the def2-TZVPD basis).

```
10
Properties=species:S:1:pos:R:3:forces:R:3:nbo_charge:R:1
C -0.9667 -2.1947 -0.9250 0.833 0.042 -0.268 0.521
N 1.0764 1.9815 0.7600 1.225 -2.089 0.399 -0.689
N 0.1556 1.4988 -0.1268 -1.795 2.130 -1.158 -0.195
N 0.0665 0.2595 -0.1656 -0.272 0.628 -1.287 0.524
O -0.1825 -2.5273 -1.7128 0.156 -0.012 -0.417 -0.526
O -0.8610 -0.2030 -0.9671 0.255 -0.222 0.120 -0.555
O 0.8523 -0.4641 0.4502 0.600 -1.648 1.172 -0.588
S -2.0747 -2.4764 0.1717 -1.032 -0.287 0.812 -0.205
H 0.7980 2.8924 1.0375 -0.445 0.458 0.504 0.348
H 1.1360 1.2332 1.4778 0.475 1.000 0.123 0.366
```
Forces are in eV/Å.

Properties
2S+1: 1
Frontier orbital gap (eV): 7.40
Energy relative to the best compared isomer or geometry (same formula, charge and spin) (kcal per mole): 50.45
Charge: -1
Lowest unoccupied orbital energy (eV): 3.52

Entry 3:
Entry from the Open Molecules 2025 dataset: 3 unconnected molecules or ions with the total composition CH2N3O4 (the ωB97M-V functional and the def2-TZVPD basis).

```
10
Properties=species:S:1:pos:R:3:forces:R:3:nbo_charge:R:1
C 3.0388 -1.8670 0.1186 -0.951 0.069 -1.362 0.656
N 4.2660 0.2698 0.7817 0.248 -1.799 1.149 -0.153
N 2.3611 -1.1963 -0.6250 0.237 -0.084 0.583 -0.207
N 3.9292 1.1052 0.1340 0.682 -0.978 0.751 0.453
O 3.9338 2.1447 -0.3834 -0.820 2.694 -1.751 -0.403
O 3.5222 -2.8648 0.5218 1.180 -1.516 1.301 -0.645
O -0.8005 0.4261 -0.3003 0.181 0.524 0.808 -0.966
O 2.0781 0.0578 -0.7653 -0.519 1.779 -0.620 -0.697
H -0.3152 0.2606 0.5432 -0.240 0.163 -1.329 0.475
H -0.2170 1.0312 -0.8000 0.002 -0.852 0.470 0.488
```
Forces are in eV/Å.

Properties
2S+1: 1
Frontier orbital gap (eV): 7.11
Energy relative to the best compared isomer or geometry (same formula, charge and spin) (kcal per mole): 37.53
Charge: -1
Lowest unoccupied orbital energy (eV): 4.06

Entry 4:
Entry from the Open Molecules 2025 dataset: 2 unconnected molecules or ions with the total composition CH2N4 (the ωB97M-V functional and the def2-TZVPD basis).

```
7
Properties=species:S:1:pos:R:3:forces:R:3:lowdin_charge:R:1
C 1.2422 2.8458 1.6510 0.292 0.126 -0.181 -0.537
N 0.8688 3.6777 2.4118 -0.954 1.302 1.354 0.193
N 1.7614 2.0709 0.8774 0.656 -1.483 -1.318 0.168
N -0.3714 1.4091 -0.1569 0.850 -2.469 1.012 0.044
N -0.3872 0.2268 0.2735 -0.504 1.334 -1.304 -0.081
H 0.2544 -0.5884 0.1289 0.611 1.289 -0.195 0.128
H -1.2373 -0.1279 0.6706 -0.952 -0.100 0.633 0.086
```
Forces are in eV/Å.

Properties
2S+1: 1
Frontier orbital gap (spin up / spin down) (eV): 7.07 / 6.46
Energy relative to the best compared isomer or geometry (same formula, charge and spin) (kcal per mole): 159.06
Lowest unoccupied orbital energy (spin up / spin down) (eV): -2.24 / -2.41

Entry 5:
Entry from the Open Molecules 2025 dataset: a single CH2N4O molecule (the ωB97M-V functional and the def2-TZVPD basis).

```
8
Properties=species:S:1:pos:R:3:forces:R:3:nbo_charge:R:1
O 2.2258 -0.2239 0.0927 0.783 1.649 -0.530 -0.580
C 1.0357 -0.2502 -0.0780 1.438 0.641 1.059 0.656
N 0.3767 -1.4016 -0.0395 -2.342 -3.297 -0.805 -0.256
N -0.8587 -1.2072 -0.0124 -2.469 -0.757 0.881 0.046
N -1.1376 0.1092 0.1654 0.662 0.099 -0.577 -0.243
N 0.0425 0.6870 -0.1487 1.917 2.511 -0.201 -0.451
H -1.9612 0.6712 -0.1033 0.264 -1.512 -0.133 0.417
H 0.2767 1.6154 0.1238 -0.253 0.666 0.306 0.412
```
Forces are in eV/Å.

Properties
2S+1: 1
Frontier orbital gap (eV): 10.05
Energy relative to the best compared isomer or geometry (same formula, charge and spin) (kcal per mole): 39.86
Lowest unoccupied orbital energy (eV): 0.27

Entry 6:
Entry from the Open Molecules 2025 dataset: 2 unconnected molecules or ions with the total composition CH2N4O2 (the ωB97M-V functional and the def2-TZVPD basis).

```
9
Properties=species:S:1:pos:R:3:forces:R:3:nbo_charge:R:1
C 0.4797 2.0280 -0.2400 0.924 -3.522 0.953 0.339
N 0.2403 3.0613 -0.6459 -0.674 3.041 -1.663 -0.342
N 0.9484 -0.2401 0.4090 1.690 -0.430 -3.336 -0.429
N 0.7087 1.0059 0.5343 -0.295 1.517 1.297 -0.278
N -1.6281 -1.6430 -0.5328 -0.323 -0.444 -0.440 0.502
O -2.4697 -1.0208 0.0096 -0.022 0.272 0.261 -0.261
O -0.4398 -1.7082 -0.3558 -0.982 -1.109 -0.387 -0.326
H 1.2778 -0.8147 -0.4588 -0.537 1.994 2.055 0.402
H 0.8827 -0.6684 1.2803 0.217 -1.318 1.261 0.394
```
Forces are in eV/Å.

Properties
2S+1: 1
Frontier orbital gap (spin up / spin down) (eV): 6.29 / 9.44
Energy relative to the best compared isomer or geometry (same formula, charge and spin) (kcal per mole): 141.51
Lowest unoccupied orbital energy (spin up / spin down) (eV): -2.13 / -0.72

Entry 7:
Entry from the Open Molecules 2025 dataset: a single CH2N4O2 molecule (the ωB97M-V functional and the def2-TZVPD basis).

```
9
Properties=species:S:1:pos:R:3:forces:R:3:nbo_charge:R:1
N 1.0137 -1.0149 0.2344 1.363 -1.724 0.697 -0.607
N -0.0315 -0.3785 -0.2408 -2.835 1.971 -1.348 -0.058
O -1.4250 -0.9116 -0.1882 3.042 0.961 1.734 -0.143
N -2.1085 0.1834 0.1250 -1.226 1.129 -0.863 0.202
N -1.4811 1.2676 0.1093 0.135 0.263 0.356 -0.266
C -0.0934 1.0225 -0.1122 -0.650 -4.017 0.077 0.675
O 0.9634 1.5652 -0.1170 0.136 2.535 0.191 -0.560
H 1.6906 -0.4398 0.7817 -1.369 -0.119 -0.260 0.393
H 1.4717 -1.2939 -0.5922 1.403 -0.999 -0.583 0.364
```
Forces are in eV/Å.

Properties
2S+1: 1
Frontier orbital gap (eV): 9.65
Energy relative to the best compared isomer or geometry (same formula, charge and spin) (kcal per mole): 88.88
Lowest unoccupied orbital energy (eV): -0.47

Entry 8:
Entry from the Open Molecules 2025 dataset: 2 unconnected molecules or ions with the total composition CH2N4O6 (the ωB97M-V functional and the def2-TZVPD basis).

```
13
Properties=species:S:1:pos:R:3:forces:R:3:nbo_charge:R:1
O 0.2337 1.9245 1.5529 -1.056 -1.122 -0.005 -0.241
N -0.7589 1.2978 1.6417 0.789 1.052 0.052 0.381
O -0.4830 -0.0920 1.5724 0.122 0.440 0.421 -0.348
N -1.7668 -0.8753 1.7813 2.092 0.054 -1.381 0.746
O -1.5011 -1.9931 1.5359 -0.654 -0.692 0.372 -0.276
O -2.7068 -0.2533 2.0468 -1.306 0.304 0.618 -0.257
N 1.6884 -0.0899 -0.7005 3.461 0.715 -1.324 -0.812
C 1.0882 -0.2642 -1.8851 -0.174 0.484 -0.563 0.682
O 1.5708 -0.5166 -2.9513 -0.245 0.127 0.116 -0.547
N -0.3415 0.0749 -1.5835 -1.282 -0.196 -0.112 0.052
O -0.9255 0.6878 -2.4281 0.703 -0.363 0.085 -0.214
H 1.2223 -0.1424 0.1492 -1.036 0.132 1.474 0.415
H 2.6804 0.2419 -0.7317 -1.412 -0.935 0.247 0.418
```
Forces are in eV/Å.

Properties
2S+1: 1
Frontier orbital gap (spin up / spin down) (eV): 8.26 / 8.26
Energy relative to the best compared isomer or geometry (same formula, charge and spin) (kcal per mole): 2.46
Lowest unoccupied orbital energy (spin up / spin down) (eV): -1.12 / -1.12

Entry 9:
Entry from the Open Molecules 2025 dataset: 2 unconnected molecules or ions with the total composition CH2N4P (the ωB97M-V functional and the def2-TZVPD basis).

```
8
Properties=species:S:1:pos:R:3:forces:R:3:nbo_charge:R:1
C -0.3444 -0.4659 0.0728 2.211 0.288 -0.171 0.351
N -0.9572 -1.5984 0.1759 -0.173 -0.709 0.038 -0.453
N -1.0540 0.6080 -0.1359 0.587 0.692 -0.032 -0.452
N -2.2440 -1.2281 0.0315 -0.045 1.648 -0.146 -0.184
N -2.2708 0.1206 -0.1526 -1.733 -1.647 0.089 -0.172
P 2.6415 0.4174 -0.3020 -0.406 -1.143 -0.194 -0.012
H 2.2736 0.6047 1.0218 -0.035 0.184 0.642 -0.040
H 1.9554 1.5417 -0.7116 -0.405 0.687 -0.226 -0.040
```
Forces are in eV/Å.

Properties
2S+1: 1
Frontier orbital gap (spin up / spin down) (eV): 7.33 / 8.60
Energy relative to the best compared isomer or geometry (same formula, charge and spin) (kcal per mole): 79.96
Charge: -1
Lowest unoccupied orbital energy (spin up / spin down) (eV): 2.31 / 3.66

Entry 10:
Entry from the Open Molecules 2025 dataset: a gas-phase ion, CH2N4P (charge -1) (the ωB97M-V functional and the def2-TZVPD basis).

```
8
Properties=species:S:1:pos:R:3:forces:R:3:nbo_charge:R:1
C -0.0371 0.4946 -1.3764 -0.198 -0.726 2.039 0.060
N 0.3901 0.7847 -0.1414 -0.009 -0.363 0.274 -0.314
N -0.7840 -0.5819 -1.4426 -0.472 -1.262 1.403 -0.343
N -0.1117 -0.2246 0.5936 -0.817 -0.405 -2.621 -0.199
N -0.8261 -1.0696 -0.1860 0.597 1.044 -0.168 -0.118
P -0.0749 -0.5413 2.3388 1.611 0.856 0.693 -0.183
H 0.1627 0.9956 -2.2498 0.729 1.544 -1.522 0.171
H 1.2809 0.1424 2.4638 -1.441 -0.688 -0.099 -0.073
```
Forces are in eV/Å.

Properties
2S+1: 1
Frontier orbital gap (eV): 6.58
Energy relative to the best compared isomer or geometry (same formula, charge and spin) (kcal per mole): 13.99
Charge: -1
Lowest unoccupied orbital energy (eV): 4.41

Entry 11:
Entry from the Open Molecules 2025 dataset: 3 unconnected molecules or ions with the total composition CH2N5O5S (the ωB97M-V functional and the def2-TZVPD basis).

```
14
Properties=species:S:1:pos:R:3:forces:R:3:nbo_charge:R:1
C 1.7005 -1.9749 0.8813 -1.105 0.338 -0.770 -0.067
N 2.0420 -2.1490 1.9514 0.884 -0.501 1.475 -0.339
N -2.0655 0.1085 0.2881 1.573 0.593 -0.023 -0.571
N -2.6769 1.0509 0.9590 -2.304 -1.203 0.594 0.207
N 1.7738 2.7851 -1.8754 -0.038 -0.001 -1.766 -0.130
N 1.8291 2.6759 -0.7768 -0.214 0.267 -2.088 0.456
O -3.9138 0.8600 1.2305 3.121 0.222 -1.226 -0.490
O 1.8775 2.6195 0.3592 0.254 -0.267 3.892 -0.325
O 0.8638 0.0081 -0.3892 -0.933 -1.046 0.360 -1.001
O 1.6967 -1.8609 -1.6343 -0.220 -0.610 -0.120 -0.964
O -0.4908 -2.1021 -0.4654 1.904 0.992 0.025 -0.971
S 0.8345 -1.4546 -0.5597 -0.520 0.612 -1.065 2.375
H -2.4667 -0.7136 -0.1508 -0.676 0.034 0.496 0.385
H -1.0042 0.1469 0.1819 -1.724 0.571 0.216 0.436
```
Forces are in eV/Å.

Properties
2S+1: 1
Frontier orbital gap (eV): 9.88
Charge: -1
Lowest unoccupied orbital energy (eV): 3.63

Entry 12:
Entry from the Open Molecules 2025 dataset: a gas-phase ion, CH2N7O2 (charge -1) (the ωB97M-V functional and the def2-TZVPD basis).

```
12
Properties=species:S:1:pos:R:3:forces:R:3:nbo_charge:R:1
N 2.0501 0.8324 -0.2611 0.671 1.643 -0.555 -0.780
C 1.8496 -0.3501 -0.1223 -0.473 -0.830 -0.429 0.651
N 1.9316 -1.5589 -0.2261 0.732 0.321 0.690 -0.442
N 0.8847 -2.4572 -0.0939 0.575 -1.615 -0.305 -0.118
N -0.2496 -2.0455 0.1212 -4.010 1.547 0.534 -0.021
N -0.5309 -0.7248 0.2258 3.846 -0.325 -0.325 -0.448
N -1.7973 -0.3107 0.2226 -0.215 -3.074 0.179 -0.082
N -1.9215 0.8755 -0.0197 0.244 2.717 -0.715 0.495
O -2.9697 1.4773 -0.1504 -1.245 0.777 0.027 -0.501
O -0.7332 1.7497 -0.1997 -1.033 -1.981 0.855 -0.613
H 1.6222 1.4717 0.3660 0.212 0.629 0.597 0.382
H -0.1360 1.0406 0.1377 0.696 0.193 -0.553 0.476
```
Forces are in eV/Å.

Properties
2S+1: 1
Frontier orbital gap (eV): 7.86
Energy relative to the best compared isomer or geometry (same formula, charge and spin) (kcal per mole): 20.12
Charge: -1
Lowest unoccupied orbital energy (eV): 4.08

no.,E_tot (eV)
1,-18917.667
2,-22514.954
3,-13726.488
4,-7023.048
5,-9074.570
6,-11117.485
7,-11119.767
8,-19305.334
9,-16314.781
10,-16317.642
11,-29590.515
12,-15588.821